No. 1
Entry from the Open Molecules 2025 dataset: a molecular structure, C40H40Cl2GeN3O4STl in a non-equilibrium geometry (ωB97M-V with the def2-TZVPD basis set).

Last column: Löwdin charge in e.
Geometry (Å):
Cl: 1.38133 -1.31915 5.00842  0.715
H: 5.37881 3.37228 1.99941  0.060
H: 1.33133 0.38396 -5.86100  0.092
H: 0.10115 5.86711 2.22894  0.092
C: 0.47209 0.50263 -5.21013  -0.102
H: -1.27698 4.07246 2.19811  0.075
H: -4.27013 -2.77133 -2.04915  0.082
C: -1.71103 0.80264 -3.52885  -0.109
O: -0.28463 -0.75914 0.52211  -0.135
H: -3.37849 -2.57421 7.59185  0.085
H: 1.59872 -1.26857 -1.42495  0.083
C: -2.47151 -2.83121 -3.22878  -0.245
C: -1.92249 -3.36629 -4.40176  -0.115
H: 3.10388 3.43821 -1.40147  0.089
S: -1.14203 0.66778 4.67531  0.544
H: -0.91452 -4.67514 -2.07776  0.092
C: -1.35259 -3.18002 7.18508  -0.127
H: 2.34050 1.13644 -1.77379  0.089
C: -3.80295 -3.14739 -2.95241  -0.107
H: -2.55907 0.94010 -2.86472  0.099
H: -3.17629 -1.52820 1.35154  0.119
C: -0.84171 -0.27089 -3.32269  -0.249
C: -0.15230 2.91836 -0.97569  -0.505
C: -2.66439 -4.16944 -5.25830  -0.103
H: -5.59126 -4.17693 -3.56194  0.091
H: -0.11765 4.95316 -0.24555  0.066
N: 2.42413 -1.26107 1.95271  0.023
C: 2.00376 3.02493 2.46186  -0.376
C: 1.74978 1.38707 -0.88591  -0.041
H: -2.20727 -4.57127 -6.15581  0.092
Tl: 0.69420 0.13444 2.46410  0.784
C: 0.06149 -4.24220 -1.89350  -0.111
H: -0.24870 2.25724 -6.22058  0.089
H: 0.68532 -3.47743 6.56671  0.094
C: 1.47549 -2.33698 -1.54491  -0.096
C: -2.37169 -1.18131 6.33187  -0.680
C: -1.50262 1.70746 -4.56181  -0.095
H: 2.25743 4.32003 -0.13220  0.070
C: 0.25645 -0.40234 -4.17476  -0.110
H: 3.28128 -5.19639 -1.41503  0.096
H: -4.57428 -5.09240 -5.62671  0.088
H: -1.40291 -4.08848 7.77214  0.087
O: 4.53625 -2.30061 1.50582  -0.046
H: -0.75078 2.82698 3.33555  -0.001
C: 1.00110 5.25799 2.28695  -0.129
C: 2.42247 -4.54677 -1.53197  -0.092
Cl: -3.80689 -0.18219 6.29123  0.594
C: -0.12964 -1.67321 5.77657  -0.658
H: 4.36276 5.52765 2.36014  0.090
O: -0.89782 -1.65302 2.44821  -0.072
C: 1.16448 -5.08198 -1.76570  -0.101
C: -1.21469 -0.78424 5.61854  -0.746
H: -1.69463 4.35557 -0.82588  0.081
N: 1.19121 2.72479 -1.05894  -0.113
C: 2.13455 3.83511 -1.10051  -0.040
H: 0.95703 -1.21793 -4.02621  0.092
H: 2.32735 6.96658 2.25960  0.065
H: -2.37252 0.03802 -0.50748  0.063
C: 2.57740 -3.16918 -1.42186  -0.070
C: -0.18901 -2.83926 6.51811  -0.141
C: 3.46647 -1.77632 1.73391  -0.551
H: 1.83233 4.58007 -1.83751  0.077
C: -1.09265 -1.42415 1.22887  -0.673
H: -3.58722 -1.07922 -1.15443  0.053
H: 4.36749 1.89331 1.96483  0.058
C: -2.59274 -1.01175 -0.71360  -0.252
C: -3.99152 -4.46478 -4.96203  -0.121
H: 4.80026 2.61075 3.49421  0.074
C: -2.43546 -1.79481 0.59727  -0.145
O: -0.96019 1.99632 -0.91125  0.010
C: 3.28859 3.69395 2.39474  -0.259
H: 3.55192 -2.75100 -1.20255  0.101
C: 2.24329 5.88665 2.29698  -0.164
H: 2.38361 1.30758 0.00180  0.077
C: -2.44916 -2.33841 7.08924  -0.158
H: -2.19066 2.53283 -4.70614  0.095
H: 1.03487 -6.15637 -1.83641  0.091
H: -0.88703 -3.14942 -4.64896  0.098
H: -0.42552 4.80517 -1.98596  0.076
C: -0.53019 3.29504 2.37740  -0.095
Ge: -1.32774 -1.67154 -2.03876  1.045
C: -0.62353 4.35754 -1.00756  -0.001
C: 0.20236 -2.85858 -1.78772  -0.256
C: 0.84670 3.87998 2.37202  -0.245
C: -4.55942 -3.95124 -3.80585  -0.108
C: 4.53253 2.85239 2.45950  -0.084
C: 3.37352 5.07258 2.36646  -0.121
H: -0.66217 2.52154 1.61217  0.044
N: 2.10040 1.69419 2.64573  -0.083
H: 0.92750 0.68503 -0.78765  0.046
C: -0.41148 1.55551 -5.41040  -0.112
H: -2.50339 -2.87568 0.43948  0.113

Atoms 1-6, force components in eV/Å:
Cl 0.2 -0.1 0.1
H 0.0 0.0 0.0
H 0.0 0.0 0.0
H 0.0 0.0 0.0
C 0.0 0.0 0.0
H 0.0 0.0 0.0

Computed properties:
HOMO-LUMO gap = 5.1 eV
HOMO = -1.1676 eV
total charge = -2

No. 2
Entry from the Open Molecules 2025 dataset: 2 unconnected molecules or ions with the total composition C4H14N2O2 in a non-equilibrium geometry (ωB97M-V with the def2-TZVPD basis set).

Last column: natural (NBO) charge in e.
Geometry (Å):
H: 2.43088 2.14869 -1.39340  0.231
H: -0.04143 0.62371 1.10091  0.180
N: 0.75716 -2.12270 1.49638  -0.850
H: 0.78181 -1.83918 2.46082  0.359
N: -1.00129 -0.63428 -0.20383  -0.855
H: -3.42395 0.46433 0.74185  0.485
C: 1.35158 -0.99691 0.69413  -0.243
H: -0.14003 1.64180 -0.90917  0.180
H: 1.80312 -1.52040 -0.15315  0.176
H: 2.08674 -0.42547 1.25611  0.184
H: 1.27942 -2.97866 1.35136  0.364
C: 0.23687 -0.03176 0.26772  -0.080
O: 0.80849 0.34045 -2.10667  -0.714
C: 0.71959 0.95948 -0.81652  0.088
C: 1.91163 1.82664 -0.49425  -0.643
H: 1.55275 -0.28353 -2.03507  0.456
O: -4.32292 0.65176 0.98967  -0.952
H: -1.09912 -1.56570 0.16641  0.381
H: 2.67444 1.22339 0.02144  0.194
H: -0.91928 -0.73638 -1.21440  0.370
H: 1.67542 2.65641 0.16000  0.223
H: -4.49111 1.57429 0.84811  0.465

Atoms 1-6, force components in eV/Å:
H -0.4 0.4 -0.2
H 0.3 -0.2 0.4
N 0.4 1.0 -0.6
H -0.1 -0.4 0.4
N 0.2 0.1 -0.6
H 0.7 0.0 -0.3

Computed properties:
SMILES = C[C@@H](O)[C@@H](N)CN.O
HOMO-LUMO gap = 10.1 eV
HOMO = -9.4037 eV
total charge = 0

No. 3
Entry from the Open Molecules 2025 dataset: a molecular structure, C30H27N3O3PdS2 (ωB97M-V with the def2-TZVPD basis set).

Last column: natural (NBO) charge in e.
Geometry (Å):
H: -1.44733 -3.27607 -0.73030  0.222
H: -1.19525 3.46593 -3.21588  0.227
C: -3.53918 0.38436 -3.18087  0.302
C: -2.08260 2.69234 3.01438  -0.160
H: 1.58112 4.75638 1.79540  0.221
C: -1.86220 2.61414 -3.22077  -0.215
C: -2.73227 0.63387 -4.28443  -0.295
C: 2.07539 0.81928 1.58667  -0.084
H: 6.17759 6.55919 1.46482  0.209
C: -2.84002 -1.64778 -0.60598  0.457
H: -2.96318 -4.94255 0.26742  0.219
C: -3.29334 -3.91536 0.14518  -0.141
C: -0.71224 2.64728 1.00811  0.331
S: 1.92610 -0.06795 0.06954  -0.062
C: -1.26637 1.98465 2.12368  -0.221
H: -2.74558 -0.03670 -5.13086  0.225
H: -1.26829 1.92215 -5.16516  0.220
H: 4.40147 7.90063 2.55269  0.210
O: -2.04143 -0.78079 -1.08928  -0.785
C: -2.67591 2.36626 -2.12772  -0.208
C: 2.88176 6.41090 2.23989  -0.206
H: 2.18911 2.96179 0.29928  0.255
C: 3.57802 4.40038 1.09456  0.064
C: 5.16795 6.16847 1.53748  -0.197
C: -1.89565 1.74281 -4.29828  -0.176
H: 5.64777 4.32737 0.53450  0.210
S: 3.58590 1.74099 1.79162  0.235
H: -5.98573 -1.96016 0.77549  0.208
C: -5.00153 -2.26636 0.42788  -0.111
H: -2.35749 -0.34056 3.81057  0.227
C: -2.18074 -0.35026 2.73139  -0.654
H: 2.09993 6.99116 2.71962  0.211
H: 3.82828 2.82192 -0.35822  0.222
H: -0.49413 4.54548 0.05142  0.213
C: -2.44629 -3.00647 -0.41524  -0.265
C: -4.17170 -1.29270 -0.21094  -0.290
N: -4.35837 1.06723 -0.97374  -0.500
C: -1.71241 4.71999 1.82056  -0.207
C: -4.70939 -0.00716 -0.30397  0.251
N: 0.14300 0.04267 2.50294  -0.261
H: -2.92365 4.57857 3.60774  0.213
C: 4.86923 4.91560 1.01311  -0.249
C: -1.01572 0.55121 2.40341  0.251
H: -5.58963 0.17306 0.30803  0.202
H: -3.09643 -0.02306 2.23454  0.205
H: -4.80656 -1.01605 -5.07374  0.182
C: -2.30971 4.04965 2.88760  -0.277
H: -5.23974 -4.27920 1.06377  0.222
C: 4.17284 6.92054 2.15008  -0.226
C: -0.94292 4.03478 0.89837  -0.253
O: -0.03698 2.07976 0.01620  -0.706
C: -4.47722 -1.54745 -4.17839  -0.252
H: -5.21661 -2.29194 -3.90559  0.205
H: -1.95390 -1.37567 2.44402  0.238
H: -1.85503 5.78944 1.70419  0.211
H: -4.82952 1.91017 -0.68344  0.415
C: -4.59458 -3.54987 0.59162  -0.289
C: 2.58794 5.15798 1.71685  -0.235
C: 3.24856 3.04257 0.53562  -0.553
C: -3.49688 1.25795 -2.10285  0.142
H: -2.65461 3.02070 -1.26333  0.232
N: 1.21625 0.87432 2.51897  -0.288
O: -4.37509 -0.66810 -3.06542  -0.501
Pd: -0.27192 0.13163 -0.34893  0.814
H: -3.52351 -2.04126 -4.37567  0.186
H: -2.51678 2.15691 3.85559  0.208

Atoms 1-6, force components in eV/Å:
H 0.0 0.0 0.0
H 0.0 0.0 0.0
C 0.1 -0.2 -0.2
C 0.1 0.0 0.1
H 0.1 0.0 0.0
C 0.0 0.0 0.0

Computed properties:
HOMO-LUMO gap (alpha / beta) = 6.5 / 6.5 eV
HOMO (alpha / beta) = -7.6441 / -7.6438 eV
total charge = 0